1.
The following is a DFT calculation (the ωB97M-V functional and the def2-TZVPD basis) of a molecular structure, C23H33BF4N3O3W.

Last column: Löwdin charge in e.
Cartesian coordinates (Å):
W -0.8110 0.8163 -0.1392  1.69
C -0.2813 3.1318 -2.6414  -0.07
C -0.1589 1.6068 -2.6231  -0.24
C 1.2938 1.1826 -2.4607  -0.19
C 1.9513 0.9545 -3.6637  -0.04
C 3.3063 0.6909 -3.7085  -0.05
C 4.0193 0.6725 -2.5282  -0.03
C 3.4178 0.8996 -1.2923  -0.15
C 4.3371 0.8767 -0.0955  -0.21
C 4.7189 2.2824 0.3800  -0.08
C 2.0309 1.1518 -1.2527  -0.15
N 1.2571 1.2321 -0.0637  -0.03
C 1.6675 1.3003 1.1851  -0.04
C 0.7359 1.1347 2.2282  -0.30
C 0.8441 1.2624 3.6092  0.01
C -0.4500 1.1027 4.1200  -0.05
C -1.2947 0.8880 3.0417  -0.11
N -0.5906 0.8946 1.8878  -0.12
H -1.3170 3.4491 -2.7494  0.09
H 0.2964 3.5189 -3.4808  0.09
H 0.1179 3.5713 -1.7292  0.07
H -0.4895 1.2222 -3.5919  0.12
H -1.0601 1.1610 -2.0619  0.06
H 1.3806 0.9891 -4.5840  0.12
H 3.7997 0.5030 -4.6524  0.11
H 5.0828 0.4686 -2.5495  0.12
H 5.2486 0.3572 -0.3915  0.11
H 3.9246 0.2694 0.7146  0.10
H 5.3098 2.7832 -0.3868  0.09
H 5.3166 2.2410 1.2911  0.08
H 3.8495 2.9159 0.5652  0.07
H 2.6902 1.5097 1.4547  0.11
H 1.7428 1.4647 4.1697  0.12
H -0.7458 1.1615 5.1543  0.11
H -2.3674 0.7623 3.0316  0.12
F -1.4866 2.5490 -0.2044  -0.35
B -0.9336 4.5797 0.9956  -0.93
F -1.2749 5.3583 -0.0052  0.28
F 0.3085 4.1303 1.0712  0.25
F -1.7782 4.3071 1.9624  0.28
O -4.8094 -0.4068 0.8870  0.06
C -3.6698 -0.6143 0.4637  -0.59
O -2.8626 0.2144 -0.0225  -0.12
C -3.1798 -2.0805 0.5719  -0.16
N -4.4138 -2.8906 0.8624  0.09
C -4.1341 -3.8570 1.9857  -0.08
C -2.6242 -3.7705 2.1897  -0.14
C -2.2872 -2.3363 1.7867  -0.11
H -2.7222 -2.4307 -0.3508  0.13
H -4.7679 -3.3540 0.0304  0.18
H -5.0848 -2.1147 1.1122  0.15
H -4.4894 -4.8436 1.7020  0.13
H -4.6911 -3.5196 2.8565  0.14
H -2.1115 -4.4861 1.5444  0.12
H -2.3505 -3.9948 3.2185  0.13
H -1.2380 -2.1855 1.5414  0.11
H -2.5425 -1.6414 2.5891  0.12
C -0.5407 -2.8926 -1.9544  -0.04
C 0.4031 -1.8874 -1.3195  -0.45
C 1.3683 -2.5171 -0.3355  -0.02
O -0.3513 -0.8886 -0.6288  -0.34
H -0.0170 -3.4663 -2.7189  0.09
H -1.3777 -2.3819 -2.4321  0.09
H -0.9203 -3.5989 -1.2117  0.07
H 0.9677 -1.3693 -2.0968  0.13
H 0.8261 -3.0207 0.4681  0.08
H 2.0241 -1.7610 0.0978  0.08
H 1.9880 -3.2575 -0.8425  0.10

Its HOMO energy is -10.26 eV. For the calculated total energy, the calculation gives -48373.393 eV. The net charge is +1. The energy above the lowest of the compared OMol25 structures with the same formula, charge and spin is 22.0 kcal/mol. The gap between HOMO and LUMO is 6.957 eV. The max |F| comes out at 0.0157 hartree/bohr. The value obtained for the lowest unoccupied orbital energy is -3.30 eV.



2.
The following is a DFT calculation (the ωB97M-V functional and the def2-TZVPD basis) of a gas-phase ion, C23H33BF9N2O5S (charge +1) in a non-equilibrium geometry.

Last column: Löwdin charge in e.
Cartesian coordinates (Å):
C -5.4952 0.2008 -7.2641  -0.01
C -4.2354 1.0305 -7.4108  -0.04
C -3.0698 1.1085 -6.2146  -0.27
O -2.9349 2.2874 -5.6007  -0.04
O -2.3046 -0.1179 -5.9408  -0.11
C -1.0866 0.1852 -5.1208  -0.17
C -0.0959 -1.1123 -5.2744  -0.16
C 0.8635 -1.3771 -3.9313  -0.20
C 2.1379 -0.3447 -3.8425  -0.21
C 2.0486 0.7621 -2.6356  -0.21
C 2.4995 0.2066 -1.1543  -0.11
C 1.3414 0.7682 -0.0865  -0.02
N -0.0986 0.3884 -0.3486  0.10
C -1.3013 0.7480 0.4936  -0.06
C -2.8593 0.3703 0.2281  -0.13
C -3.2787 -1.1864 0.1375  -0.09
C -2.4326 -2.3091 0.9105  -0.20
F -3.0107 -3.6487 0.5008  0.01
F -1.0411 -2.3850 0.3152  -0.01
C -2.2272 -2.2252 2.5066  -0.20
F -1.1776 -1.2330 2.9551  0.00
F -1.6323 -3.5574 2.9149  0.01
S -3.7024 -1.9588 3.5916  1.08
F -3.9636 -0.3410 3.1103  -0.19
F -2.6186 -1.3977 4.8426  -0.20
F -3.4728 -3.5568 4.2585  -0.19
F -4.8377 -2.6220 2.5121  -0.17
F -4.9835 -1.7640 4.7199  -0.17
C -0.9863 1.7118 1.8248  0.08
C 0.5296 2.2079 2.2392  0.07
B 0.7915 3.1659 3.5679  -0.41
N 1.5000 2.7191 4.8432  0.13
O 0.3573 4.6074 3.5449  0.00
C 1.7484 1.6728 1.2275  0.00
C 3.3475 2.0457 1.5411  -0.09
C 4.0033 0.6720 2.1677  -0.18
O 5.0402 0.8925 3.1876  -0.09
C 4.5846 0.5320 4.5392  -0.24
O 4.2914 1.5560 5.3706  -0.02
C 4.4479 -0.9800 5.1583  -0.14
C 4.0709 -2.1463 4.0695  -0.14
H -6.0632 0.1250 -6.2264  0.08
H -5.9613 -0.4026 -8.1809  0.08
H -4.1506 1.6247 -8.4334  0.12
H -0.5770 1.1547 -5.5376  0.14
H -1.4913 0.3146 -4.0150  0.13
H 0.5395 -1.0826 -6.2763  0.14
H -0.8094 -2.0638 -5.3760  0.13
H 1.3310 -2.4596 -4.1141  0.12
H 0.2263 -1.4644 -2.9537  0.09
H 3.1263 -0.9770 -3.8208  0.12
H 2.1297 0.2736 -4.8634  0.13
H 0.9486 1.2111 -2.6443  0.12
H 2.7766 1.6620 -2.8879  0.13
H 2.3447 -0.9765 -1.1697  0.14
H 3.5912 0.4962 -0.8340  0.11
H -0.2781 -0.2045 -1.2126  0.13
H -3.1325 0.8518 -0.8327  0.15
H -3.5217 1.0047 0.9933  0.14
H -4.4411 -1.2439 0.4086  0.16
H -3.2549 -1.4734 -1.0236  0.16
H -1.8826 2.0602 2.5200  0.13
H 1.6629 3.5197 5.5056  0.10
H 0.9297 1.9779 5.3113  0.09
H -0.6393 4.6705 3.6732  0.12
H 3.4735 2.9949 2.2148  0.14
H 3.8672 2.2758 0.4959  0.13
H 4.5018 0.0943 1.2788  0.13
H 3.1036 0.0146 2.5609  0.13
H 5.4030 -1.3366 5.7549  0.14
H 3.5678 -0.9564 5.9596  0.14
H 4.2899 -3.2441 4.4683  0.10
H 2.9313 -2.0559 3.7279  0.08
H 4.7016 -1.9611 3.0753  0.08

Its HOMO energy is -10.94 eV. For the calculated total energy, the calculation gives -73545.645 eV. The net charge is +1. The gap between HOMO and LUMO is 6.071 eV. Its structure (SMILES) is C=CC(=O)OCCCCCCc1[nH+]c(CCC(F)(F)C(F)(F)S(F)(F)(F)(F)F)cc(B(N)O)c1CCOC(=O)CC. The max |F| comes out at 0.1729 hartree/bohr. The value obtained for the lowest unoccupied orbital energy is -4.87 eV.



3.
The following is a DFT calculation (the ωB97M-V functional and the def2-TZVPD basis) of a molecular structure, C23H33CoN6O4S4 in a non-equilibrium geometry.

Last column: Löwdin charge in e.
Cartesian coordinates (Å):
Co -0.0241 0.7537 -1.0139  0.36
O 1.1789 2.9473 3.0722  0.12
C 0.8014 2.4497 1.8926  -0.47
O -0.3148 2.5814 1.4606  0.07
C 1.9313 1.7917 1.1671  -0.15
C 3.1713 1.6407 1.7651  0.02
C 4.2297 1.1541 1.0097  -0.01
C 4.0333 0.9026 -0.3334  0.04
C 2.7640 1.0739 -0.8635  -0.15
N 1.7246 1.4472 -0.1182  0.13
C 2.4689 0.9428 -2.3638  -0.61
O 3.3835 0.6524 -3.1172  0.07
O 1.2500 1.1744 -2.6490  -0.16
H 0.4421 3.4351 3.4626  0.14
H 3.2995 1.9274 2.7989  0.12
H 5.2044 1.0212 1.4595  0.12
H 4.8322 0.5860 -0.9895  0.13
C -3.3950 1.0113 -4.3270  -0.51
C -3.5234 -0.0608 -3.2516  -0.49
S -2.5249 0.0851 -1.7343  0.89
C -3.2034 1.5607 -0.9200  -0.49
C -2.7603 2.8974 -1.4959  -0.46
S -0.9440 3.0522 -1.5601  0.96
C -0.5113 3.4470 -3.2997  -0.47
C -1.4821 3.1460 -4.4226  -0.50
S -1.6744 1.3734 -4.8113  0.90
H -3.8716 1.9419 -4.0295  0.06
H -3.9003 0.6587 -5.2258  0.08
H -3.2272 -1.0316 -3.6496  0.08
H -4.5624 -0.1333 -2.9265  0.08
H -2.8436 1.4685 0.1053  0.06
H -4.2920 1.4883 -0.9225  0.09
H -3.1232 3.6997 -0.8534  0.09
H -3.1517 3.0618 -2.4931  0.04
H 0.4149 2.8957 -3.4510  0.05
H -0.2953 4.5157 -3.2999  0.08
H -1.0718 3.5901 -5.3292  0.08
H -2.4690 3.5822 -4.2774  0.07
N -0.7695 -0.1965 0.5853  0.14
C -1.0334 -0.6309 1.6224  -0.18
N -1.2984 -1.1279 2.7951  -0.08
C -1.4609 -2.5795 2.9843  -0.12
C -1.1226 -2.9415 4.4316  -0.17
C 0.0519 -2.0963 4.9261  -0.18
C -0.3248 -0.6023 4.9831  -0.16
C -1.4389 -0.2830 3.9810  -0.13
H -0.7822 -3.0857 2.2968  0.12
H -2.4844 -2.8746 2.7374  0.13
H -0.8768 -4.0018 4.4757  0.12
H -1.9886 -2.7848 5.0780  0.12
H 0.8977 -2.2425 4.2497  0.10
H 0.3645 -2.4372 5.9121  0.11
H 0.5558 0.0082 4.7762  0.10
H -0.6759 -0.3366 5.9815  0.12
H -1.4252 0.7616 3.6754  0.12
H -2.4168 -0.4844 4.4238  0.13
C 2.3265 -3.9050 1.3683  -0.10
C 3.0486 -3.5592 0.0657  -0.23
C 2.1816 -2.7651 -0.8583  -0.59
N 1.3672 -1.8427 -0.5034  0.03
N 0.7120 -1.2405 -1.5418  -0.05
C 1.0498 -1.7227 -2.7165  -0.68
N 0.5177 -1.3403 -3.8860  0.14
S 2.2128 -3.0076 -2.5948  1.14
H 2.9745 -4.4895 2.0197  0.08
H 1.4285 -4.4870 1.1586  0.08
H 2.0335 -2.9911 1.8842  0.05
H 3.3727 -4.4664 -0.4446  0.11
H 3.9449 -2.9725 0.2845  0.12
H 0.0708 -0.4302 -3.8928  0.03
H 1.0229 -1.5761 -4.7227  0.11

As for the expectation value of S²: 0.7610. As for the multiplicity: 2. Its HOMO energy (alpha / beta) is -10.92 / -11.16 eV. For the calculated total energy, the calculation gives -122481.142 eV. The net charge is +1. The energy above the lowest of the compared OMol25 structures with the same formula, charge and spin is 28.5 kcal/mol. The gap between HOMO and LUMO (alpha / beta) is 7.634 / 8.384 eV. The max |F| comes out at 0.0360 hartree/bohr. The value obtained for the lowest unoccupied orbital energy (alpha / beta) is -3.29 / -2.77 eV.



> Among the records above, which one has the lowest max |F|?

C23H33BF4N3O3W



> Among the records above, which one has the highest calculated total energy?

C23H33BF4N3O3W